{"formula": "C31H37O7P", "method": "the ωB97M-V functional and the def2-TZVPD basis", "charge": 0, "relative_energy_kj_mol": 29.7, "total_energy_ev": -56366.84369, "gap_ev": 5.9, "largest_force_ev_per_a": 3.84, "species": ["C", "C", "O", "P", "C", "C", "O", "O", "C", "C", "O", "O", "C", "C", "H", "H", "H", "H", "H", "H", "H", "H", "H", "H", "H", "H", "H", "H", "H", "H", "C", "O", "C", "C", "C", "C", "C", "C", "C", "C", "C", "C", "C", "C", "C", "C", "C", "C", "C", "O", "C", "C", "C", "C", "C", "H", "H", "H", "H", "H", "H", "H", "H", "H", "H", "H", "H", "H", "H", "H", "H", "H", "H", "H", "H", "H"], "xyz": [[0.09, 0.00, 3.89], [0.99, 0.26, 2.70], [0.48, 1.40, 1.97], [1.21, 2.33, 0.88], [2.27, 1.21, 0.06], [3.02, 1.73, -1.04], [3.33, 2.88, -1.32], [3.37, 0.63, -1.79], [4.35, 0.67, -2.84], [4.32, 1.82, -3.82], [0.25, 2.86, -0.13], [1.93, 3.51, 1.72], [1.47, 4.88, 1.48], [1.18, 5.58, 2.79], [0.14, -1.05, 4.18], [0.46, 0.58, 4.73], [-0.96, 0.25, 3.71], [2.02, 0.47, 3.02], [0.99, -0.62, 2.04], [2.54, 0.22, 0.39], [5.34, 0.63, -2.38], [4.18, -0.28, -3.36], [4.72, 1.47, -4.78], [3.33, 2.23, -4.01], [4.98, 2.61, -3.44], [2.23, 5.41, 0.88], [0.54, 4.81, 0.91], [0.87, 6.62, 2.59], [0.34, 5.08, 3.29], [2.05, 5.61, 3.46], [-1.28, -6.45, 4.23], [-0.66, -6.34, 2.93], [-0.87, -5.20, 2.22], [-0.11, -5.06, 1.03], [-0.16, -3.88, 0.33], [-0.96, -2.78, 0.75], [-0.88, -1.49, 0.07], [0.35, -1.17, -0.56], [0.67, -0.08, -1.38], [0.93, -0.23, -2.79], [0.83, 0.91, -3.63], [0.99, 0.81, -5.01], [1.28, -0.43, -5.59], [1.37, -1.57, -4.78], [1.18, -1.48, -3.40], [-2.08, -0.66, -0.06], [-3.37, -1.25, 0.04], [-4.53, -0.51, 0.10], [-4.45, 0.91, 0.00], [-5.60, 1.60, 0.16], [-5.53, 3.03, 0.28], [-3.19, 1.51, -0.21], [-2.05, 0.73, -0.26], [-1.74, -2.97, 1.92], [-1.70, -4.14, 2.65], [-0.98, -7.43, 4.59], [-0.91, -5.66, 4.89], [-2.38, -6.39, 4.13], [0.50, -5.90, 0.71], [0.45, -3.79, -0.57], [1.17, -1.87, -0.37], [0.43, 0.92, -1.08], [0.59, 1.88, -3.17], [0.91, 1.71, -5.62], [1.39, -0.51, -6.68], [1.60, -2.53, -5.23], [1.22, -2.37, -2.78], [-3.45, -2.34, 0.11], [-5.51, -0.98, 0.22], [-6.57, 3.35, 0.35], [-4.99, 3.32, 1.19], [-5.05, 3.49, -0.60], [-3.11, 2.59, -0.34], [-1.12, 1.28, -0.39], [-2.38, -2.16, 2.28], [-2.31, -4.25, 3.56]], "mulliken_charge": [-1.55, 0.42, -0.29, 1.22, -0.57, 0.25, -0.67, -0.13, -0.44, -0.96, -0.83, -0.40, -0.16, -1.22, 0.39, 0.39, 0.26, 0.48, -0.10, 0.71, 0.33, 0.32, 0.32, 0.23, 0.31, 0.37, 0.25, 0.37, 0.29, 0.29, -0.80, -0.45, 0.87, -0.93, -0.13, -1.11, 1.07, -0.64, -0.23, -0.23, -0.38, -0.74, -0.38, -0.85, -0.09, 0.68, -0.51, -0.86, 0.90, -0.47, -0.78, -1.24, -0.39, -0.29, -0.79, 0.24, 0.34, 0.31, 0.44, 0.46, 0.82, 0.41, 0.46, 0.40, 0.40, 0.39, 0.36, 0.63, 0.43, 0.24, 0.34, 0.30, 0.31, 0.70, 0.59, 0.31]}

***

{"formula": "C31H38Br9F21O14", "method": "the ωB97M-V functional and the def2-TZVPD basis", "charge": -1, "total_energy_ev": -748875.18265, "multiplicity": 2, "gap_ev": [2.0, 6.4], "largest_force_ev_per_a": 6.42, "s_squared": 0.755, "species": ["C", "Br", "Br", "Br", "H", "C", "Br", "Br", "Br", "H", "C", "Br", "Br", "Br", "H", "C", "C", "O", "C", "O", "C", "F", "F", "F", "H", "H", "H", "H", "H", "C", "C", "O", "C", "O", "C", "F", "F", "F", "H", "H", "H", "H", "H", "C", "C", "O", "C", "O", "C", "F", "F", "F", "H", "H", "H", "H", "H", "C", "C", "O", "C", "O", "C", "F", "F", "F", "H", "H", "H", "H", "H", "C", "C", "O", "C", "O", "C", "F", "F", "F", "H", "H", "H", "H", "H", "C", "C", "O", "C", "O", "C", "F", "F", "F", "H", "H", "H", "H", "H", "C", "C", "O", "C", "O", "C", "F", "F", "F", "H", "H", "H", "H", "H"], "xyz": [[5.52, 1.47, -2.02], [4.77, 3.28, -2.40], [7.47, 1.60, -1.68], [4.83, 0.11, -3.28], [5.14, 1.11, -1.06], [-5.93, -1.67, 0.05], [-6.64, -3.08, -1.18], [-7.03, -0.06, -0.16], [-4.07, -1.28, -0.53], [-5.91, -2.08, 1.05], [0.34, 3.33, -3.71], [1.80, 2.07, -3.54], [0.93, 5.17, -3.27], [-1.28, 2.79, -2.74], [0.07, 3.31, -4.77], [2.44, 1.16, 0.52], [1.03, 1.59, -0.07], [0.20, 0.53, -0.67], [0.57, -0.55, -1.51], [1.70, -0.98, -1.67], [-0.64, -1.33, -2.03], [-0.74, -2.19, -1.08], [-1.73, -0.54, -2.13], [-0.35, -2.02, -3.16], [3.06, 2.02, 0.78], [2.90, 0.50, -0.21], [2.18, 0.45, 1.30], [1.28, 2.29, -0.86], [0.44, 2.08, 0.70], [-3.34, -3.55, -3.73], [-4.20, -2.27, -3.92], [-4.08, -1.90, -5.30], [-2.95, -1.18, -5.79], [-2.11, -0.56, -5.11], [-2.75, -1.36, -7.28], [-3.19, -0.20, -7.76], [-1.46, -1.62, -7.53], [-3.50, -2.39, -7.76], [-3.87, -4.46, -4.03], [-3.11, -3.62, -2.67], [-2.34, -3.40, -4.14], [-3.74, -1.47, -3.34], [-5.17, -2.42, -3.45], [-3.72, 2.66, 1.08], [-3.14, 3.92, 0.45], [-1.89, 4.19, 0.99], [-1.07, 5.13, 0.37], [-1.29, 5.60, -0.74], [0.25, 5.26, 1.06], [0.26, 4.68, 2.32], [1.17, 4.72, 0.29], [0.54, 6.55, 1.16], [-2.85, 2.08, 1.39], [-4.20, 2.06, 0.31], [-4.30, 2.85, 1.99], [-3.79, 4.75, 0.72], [-3.01, 3.94, -0.64], [-0.31, -5.33, -0.68], [-0.69, -5.75, -2.08], [-1.08, -7.11, -2.01], [-2.30, -7.55, -1.72], [-3.31, -6.92, -1.41], [-2.48, -9.05, -1.70], [-1.58, -9.55, -2.52], [-2.24, -9.62, -0.50], [-3.69, -9.34, -2.19], [-0.04, -4.29, -0.52], [0.35, -5.99, -0.11], [-1.21, -5.49, -0.09], [0.13, -5.82, -2.79], [-1.33, -5.02, -2.57], [3.36, 9.12, 3.34], [2.67, 8.05, 2.57], [3.26, 6.83, 2.88], [4.38, 6.31, 2.32], [5.13, 6.97, 1.52], [4.45, 4.78, 2.44], [3.41, 4.23, 3.06], [4.68, 4.25, 1.24], [5.56, 4.50, 3.16], [3.16, 10.08, 2.88], [4.44, 8.95, 3.31], [3.18, 9.10, 4.42], [2.66, 8.19, 1.49], [1.63, 8.06, 2.88], [-1.77, -0.94, 2.04], [-0.76, -0.71, 3.21], [-0.67, 0.60, 3.67], [-1.79, 1.11, 4.27], [-2.95, 0.69, 4.24], [-1.37, 2.43, 4.97], [-0.47, 2.12, 5.91], [-0.90, 3.43, 4.15], [-2.59, 2.93, 5.58], [-2.80, -0.80, 2.36], [-1.71, -1.94, 1.60], [-1.62, -0.12, 1.33], [0.21, -1.06, 2.87], [-0.96, -1.39, 4.03], [3.93, -2.78, 0.74], [3.26, -2.65, 2.11], [3.68, -3.70, 2.92], [2.93, -4.86, 2.88], [1.93, -5.02, 2.26], [3.52, -5.85, 3.96], [2.56, -6.57, 4.54], [4.43, -6.74, 3.49], [4.09, -5.20, 4.97], [3.56, -3.65, 0.19], [5.01, -2.82, 0.87], [3.71, -1.95, 0.08], [2.19, -2.51, 2.01], [3.61, -1.73, 2.58]], "mulliken_charge": [0.19, -0.31, -0.34, -0.38, -0.13, -0.47, -0.08, -0.05, 0.16, 0.48, -0.49, -0.01, -0.07, 0.00, 0.47, -0.44, 0.14, 0.40, -0.27, -0.43, 0.89, -0.07, -0.18, -0.26, 0.27, -0.10, 0.09, -0.06, -0.06, -0.90, 0.52, -0.29, 0.24, -0.51, 0.87, -0.23, -0.21, -0.24, 0.32, 0.21, 0.40, -0.21, 0.01, -0.34, -0.55, -0.05, -0.08, -0.54, 1.13, -0.13, -0.16, -0.27, -0.29, 0.21, 0.37, 0.34, 0.40, -0.95, 0.43, -0.34, 0.40, -0.55, 0.87, -0.26, -0.25, -0.24, 0.16, 0.41, 0.30, 0.30, -0.27, -1.29, -0.09, -0.22, 0.24, -0.57, 1.02, -0.22, -0.20, -0.29, 0.36, 0.33, 0.32, 0.39, 0.25, -0.73, -0.39, -0.23, 0.24, -0.56, 0.96, -0.23, -0.17, -0.27, 0.53, 0.38, 0.02, 0.04, 0.43, -0.93, 0.16, -0.31, 0.39, -0.47, 0.78, -0.25, -0.26, -0.24, 0.26, 0.34, 0.18, 0.04, 0.35]}

***

{"formula": "C31H38BrF3O5S", "method": "the ωB97M-V functional and the def2-TZVPD basis", "charge": 0, "total_energy_ev": -132030.81143, "gap_ev": 9.9, "largest_force_ev_per_a": 0.80, "smiles": "CCCC[C@]1(CCCCOC=O)COS(=O)(=O)C[C@H]1Br.Fc1ccccc1.Fc1ccccc1.Fc1ccccc1", "species": ["C", "C", "C", "C", "C", "C", "C", "C", "C", "O", "C", "O", "C", "O", "S", "O", "O", "C", "C", "Br", "H", "H", "H", "H", "H", "H", "H", "H", "H", "H", "H", "H", "H", "H", "H", "H", "H", "H", "H", "H", "H", "H", "H", "F", "C", "C", "C", "C", "C", "C", "H", "H", "H", "H", "H", "F", "C", "C", "C", "C", "C", "C", "H", "H", "H", "H", "H", "F", "C", "C", "C", "C", "C", "C", "H", "H", "H", "H", "H"], "xyz": [[-1.39, 0.80, 3.63], [-2.54, 1.08, 2.66], [-2.21, 0.66, 1.23], [-1.17, 1.57, 0.58], [-0.63, 1.14, -0.79], [0.44, 2.16, -1.25], [1.77, 2.15, -0.47], [2.33, 3.57, -0.25], [2.12, 4.09, 1.17], [3.25, 3.84, 2.02], [3.37, 2.59, 2.51], [2.47, 1.93, 2.95], [-1.79, 1.19, -1.80], [-1.34, 1.05, -3.16], [-0.54, -0.26, -3.57], [-1.46, -1.35, -3.66], [0.27, 0.11, -4.68], [0.53, -0.61, -2.17], [-0.18, -0.33, -0.85], [0.91, -0.97, 0.63], [-1.12, -0.26, 3.63], [-0.50, 1.38, 3.39], [-1.68, 1.09, 4.65], [-3.42, 0.53, 2.97], [-2.78, 2.15, 2.68], [-1.87, -0.38, 1.25], [-3.12, 0.70, 0.63], [-1.64, 2.55, 0.43], [-0.31, 1.72, 1.24], [-0.02, 3.15, -1.12], [0.64, 2.07, -2.31], [2.51, 1.59, -1.04], [1.62, 1.68, 0.50], [1.84, 4.28, -0.92], [3.40, 3.57, -0.45], [1.97, 5.16, 1.18], [1.22, 3.65, 1.63], [4.41, 2.22, 2.46], [-2.53, 0.41, -1.60], [-2.29, 2.15, -1.75], [0.74, -1.68, -2.26], [1.46, -0.06, -2.30], [-1.07, -0.95, -0.83], [3.74, 2.03, -3.16], [4.17, 0.89, -3.76], [4.65, 0.95, -5.05], [5.09, -0.22, -5.65], [5.03, -1.43, -4.96], [4.53, -1.46, -3.66], [4.10, -0.29, -3.05], [4.68, 1.90, -5.57], [5.47, -0.19, -6.66], [5.37, -2.34, -5.43], [4.48, -2.39, -3.12], [3.73, -0.30, -2.03], [3.14, -2.87, -1.34], [2.99, -4.19, -1.05], [3.94, -5.08, -1.49], [3.77, -6.42, -1.19], [2.66, -6.85, -0.48], [1.71, -5.93, -0.06], [1.87, -4.58, -0.34], [4.80, -4.73, -2.04], [4.51, -7.14, -1.52], [2.53, -7.90, -0.25], [0.84, -6.25, 0.50], [1.15, -3.83, -0.02], [-5.57, 0.11, 2.81], [-6.57, 0.37, 3.69], [-6.33, 1.25, 4.72], [-7.36, 1.51, 5.61], [-8.59, 0.89, 5.47], [-8.80, 0.01, 4.42], [-7.78, -0.26, 3.51], [-5.36, 1.72, 4.81], [-7.19, 2.21, 6.43], [-9.39, 1.10, 6.17], [-9.76, -0.48, 4.30], [-7.92, -0.95, 2.69]], "mulliken_charge": [-1.15, -0.39, -0.49, -0.73, 2.16, -1.71, 0.97, -1.06, -0.49, -0.41, 0.08, -0.46, -1.47, -0.37, 1.32, -0.69, -0.64, -0.14, -1.42, -0.08, 0.27, 0.17, 0.42, 0.10, 0.41, 0.21, 0.32, 0.58, -0.30, 0.96, 0.34, -0.75, 0.20, 0.53, 0.45, 0.34, 0.28, 0.46, 0.57, 0.43, 0.72, -0.56, 0.96, -0.25, 0.63, -0.81, -0.28, -0.76, 0.01, -0.41, 0.43, 0.38, 0.41, 0.30, 0.43, -0.04, 0.71, -0.62, -0.41, -0.62, -0.49, -0.32, 0.42, 0.36, 0.37, 0.38, 0.26, -0.20, 0.52, -0.39, -0.33, -0.61, -0.30, -0.63, 0.45, 0.35, 0.37, 0.35, 0.41]}